DFT (ωB97M-V with the def2-TZVPD basis set) results for the ion C3HO3S with charge -1 in a non-equilibrium geometry.

Last column: Mulliken charge in e.
Positions of all 8 atoms, in Å:
S  0.824  0.407  -1.280  -0.419
O  0.386  0.608  2.626  -0.486
O  -1.216  -1.188  -1.276  -0.499
O  -2.082  0.866  -0.939  -0.549
C  1.198  0.019  0.343  -0.651
C  0.567  0.245  1.501  0.780
C  -1.329  -0.016  -1.192  0.619
H  1.650  -0.942  0.217  0.204

## Properties
ΔE to the lowest compared entry with this formula, charge and spin: 116.5 kJ/mol
SMILES: O=C=CSC(=O)[O-]
Total charge: -1
Total energy: -738.84372 hartree
LUMO level: 3.7 eV


DFT (ωB97M-V with the def2-TZVPD basis set) results for a cluster of 2 separate species, H6NOSi2 in total in a non-equilibrium geometry.

Last column: Mulliken charge in e.
Positions of all 10 atoms, in Å:
Si  -1.562  0.789  0.324  0.123
Si  1.948  -0.287  -0.276  0.273
O  2.978  1.788  1.043  -0.535
N  2.133  1.333  0.160  -0.052
H  -1.309  2.010  1.069  -0.094
H  1.342  -1.194  0.671  -0.149
H  3.090  -1.226  -0.520  -0.206
H  -2.902  1.285  -0.449  -0.109
H  -1.875  -0.181  1.459  -0.096
H  0.835  -0.376  -1.261  -0.154

## Properties
ΔE to the lowest compared entry with this formula, charge and spin: 553.4 kJ/mol
Total charge: -1
Total energy: -712.39822 hartree
LUMO level (alpha / beta): 2.2 / 4.3 eV


DFT (ωB97M-V with the def2-TZVPD basis set) results for the molecule CH3NO3S in a non-equilibrium geometry.

Last column: Mulliken charge in e.
Positions of all 9 atoms, in Å:
S  -0.197  -1.669  -0.128  0.232
O  0.955  -0.618  -0.751  -0.243
O  -0.579  1.182  0.253  -0.515
O  -1.706  -0.716  -0.188  -0.306
N  1.902  -0.026  0.053  -0.318
C  -1.565  0.571  -0.075  0.203
H  -2.443  1.044  -0.344  0.400
H  2.161  -0.612  0.764  0.237
H  1.473  0.845  0.416  0.310

## Properties
ΔE to the lowest compared entry with this formula, charge and spin: 308.9 kJ/mol
SMILES: NOSOC=O
Total charge: 0
Total energy: -718.45343 hartree
LUMO level: 0.2 eV


DFT (ωB97M-V with the def2-TZVPD basis set) results for the molecule C20H23N5O2 in a non-equilibrium geometry.

Last column: Mulliken charge in e.
Positions of all 50 atoms, in Å:
O  -1.358  -2.013  -0.433  -0.724
O  1.447  1.178  -5.173  -0.425
N  0.276  -1.301  0.633  0.347
N  1.459  1.384  3.958  0.555
N  2.981  2.510  5.110  -0.680
N  2.482  0.478  4.111  -0.941
N  0.839  3.602  4.904  -0.649
C  0.813  -0.165  1.303  -1.322
C  -0.459  -1.011  3.467  -1.075
C  1.864  0.246  -3.144  1.230
C  0.210  1.303  3.355  0.728
C  -0.356  3.489  4.431  0.937
C  -1.394  4.473  4.668  -1.361
C  1.717  2.543  4.696  0.336
C  0.420  1.678  -6.138  -0.914
C  3.251  0.794  -3.267  -1.563
C  -0.616  -2.309  2.637  -0.754
C  0.974  0.513  -4.135  1.050
C  -0.684  2.316  3.577  -0.704
C  3.424  1.281  4.649  -0.274
C  0.410  -2.523  1.463  -0.869
C  -0.246  0.102  2.449  0.515
C  -0.299  0.001  -4.044  -0.411
C  -0.666  -0.744  -2.929  -1.388
C  0.209  -0.801  -1.828  0.047
C  1.484  -0.394  -1.931  -0.685
C  -0.332  -1.330  -0.579  0.517
H  -0.412  2.174  -5.648  0.393
H  0.066  -3.477  0.986  0.354
H  3.264  1.894  -3.527  0.270
H  1.421  -2.730  1.650  0.492
H  -0.438  -3.116  3.310  0.428
H  0.269  -1.022  4.233  0.521
H  -1.367  -0.731  4.014  0.315
H  -1.183  0.366  1.912  0.236
H  -1.661  2.418  3.027  0.286
H  -0.879  -0.065  -4.965  0.307
H  -0.968  5.294  5.303  0.359
H  -0.020  0.841  -6.709  0.339
H  1.828  -0.341  1.658  0.287
H  0.773  0.693  0.596  0.443
H  0.907  2.347  -6.841  0.271
H  -1.639  -2.391  2.360  0.399
H  3.752  0.247  -4.130  0.275
H  3.870  0.671  -2.399  0.412
H  -1.679  -1.122  -2.806  0.459
H  2.223  -0.710  -1.168  0.403
H  4.410  0.989  4.801  0.498
H  -1.733  4.891  3.771  0.385
H  -2.194  4.039  5.222  0.343

## Properties
ΔE to the lowest compared entry with this formula, charge and spin: 400.6 kJ/mol
SMILES: COc1ccc(C(=O)N2CCC[C@@H](c3cc(C)nc4ncnn34)C2)cc1C
Total charge: 0
Total energy: -1200.09498 hartree
LUMO level: 0.6 eV